(1)
{"formula": "C3H2BrClF2N2", "method": "ωB97M-V with the def2-TZVPD basis set", "e_homo_ev": -10.76, "homo_lumo_gap_ev": 10.8, "de_lowest_kj_mol": 0.0, "smiles": "FC(F)(C1N=N1)[C@H](Cl)Br", "energy_ha": -3458.881064, "species": ["F", "C", "F", "C", "N", "N", "C", "Cl", "Br", "H", "H"], "xyz": [[0.364560, 0.575130, 1.781769], [0.268573, -0.126655, 0.622754], [0.831308, -1.301809, 0.780517], [-1.197311, -0.275867, 0.129159], [-1.552946, -1.344234, -0.753184], [-1.906733, -1.498890, 0.408795], [1.001034, 0.783509, -0.463905], [0.881618, 0.059947, -2.136900], [2.813316, 0.956634, 0.072268], [-1.884308, 0.548777, 0.141960], [0.380886, 1.623458, -0.583230]], "forces_ev_per_angstrom": [[-0.441, -0.251, 0.065], [-0.960, 1.967, -2.324], [0.393, -0.889, 0.123], [0.648, 0.790, 1.578], [-0.455, -0.948, 0.215], [0.124, -1.006, -0.617], [-0.176, -2.878, -0.009], [0.212, 0.103, 0.826], [0.157, 0.564, -0.116], [0.491, 0.883, -0.071], [0.007, 1.664, 0.329]], "nbo_charge": [-0.325, 0.646, -0.301, -0.156, -0.024, -0.021, -0.324, -0.030, 0.110, 0.199, 0.227]}



(2)
{"formula": "C5H8N2OS", "method": "ωB97M-V with the def2-TZVPD basis set", "e_homo_ev": [-8.15, -7.97], "homo_lumo_gap_ev": [5.9, 5.7], "de_lowest_kj_mol": 700.2, "energy_ha": -778.033119, "species": ["C", "C", "C", "C", "C", "N", "N", "O", "S", "H", "H", "H", "H", "H", "H", "H", "H"], "xyz": [[0.677970, 1.839442, 0.370167], [1.369458, 0.502309, 0.278665], [0.737348, -0.386898, -0.824851], [-0.683169, -0.802431, -0.680764], [-1.114378, -1.734878, 0.481801], [-1.407410, 0.343355, -0.653392], [-0.734062, 1.748417, 0.353698], [1.165157, 2.959336, 0.406254], [-1.776359, 2.819148, 0.738215], [2.507291, 0.776387, 0.230734], [1.142697, 0.228080, 1.344626], [1.030322, 0.240233, -1.690087], [1.472027, -1.261434, -0.991759], [-0.843045, -1.323500, -1.583086], [-0.982733, -1.246451, 1.433964], [-0.479861, -2.621346, 0.600446], [-2.081251, -2.079771, 0.185370]], "forces_ev_per_angstrom": [[1.266, 2.368, -0.832], [0.536, 1.391, 1.787], [5.235, -0.799, 0.054], [2.151, -0.363, 2.080], [1.928, -0.521, -0.528], [-2.143, 5.010, 0.913], [-1.798, -4.180, -2.114], [-0.147, -1.952, 0.114], [-0.341, 0.552, 0.257], [-2.143, -0.975, -0.272], [0.499, -0.825, -0.705], [-1.278, -0.478, -0.242], [-1.227, 0.834, 0.566], [-0.959, -0.456, -1.480], [-0.775, 0.437, 0.267], [0.068, -0.068, -0.489], [-0.873, 0.026, 0.622]], "nbo_charge": [0.657, -0.502, -0.389, -0.197, -0.610, -0.224, -0.508, -0.501, 0.455, 0.257, 0.232, 0.229, 0.216, 0.243, 0.211, 0.205, 0.225]}



(3)
{"formula": "C2H3BrFNO2", "method": "ωB97M-V with the def2-TZVPD basis set", "e_homo_ev": [-9.49, -8.76], "homo_lumo_gap_ev": [8.5, 6.8], "de_lowest_kj_mol": 359.8, "energy_ha": -2956.873556, "species": ["C", "C", "N", "O", "O", "F", "Br", "H", "H", "H"], "xyz": [[-1.111396, -0.050448, -0.815146], [1.253094, -0.830681, 0.641845], [-0.853751, 0.995480, -0.028564], [-1.374812, 1.132651, 1.072978], [0.042545, 1.800285, -0.441360], [1.605758, -1.846718, -0.129884], [2.062691, 0.756447, 0.338134], [-0.682691, -0.106557, -1.795779], [-1.856586, -0.756188, -0.476604], [0.915150, -1.094273, 1.634377]], "forces_ev_per_angstrom": [[0.127, -1.623, 0.014], [-0.116, 0.261, -0.746], [0.846, 1.166, -0.125], [-0.340, 0.034, 0.707], [-1.173, 0.369, -0.531], [-0.050, 0.041, 0.105], [0.642, -0.749, 0.630], [0.187, 0.250, -0.078], [0.015, 0.199, 0.035], [-0.138, 0.053, -0.012]], "nbo_charge": [-0.209, 0.103, 0.382, -0.475, -0.451, -0.309, 0.339, 0.211, 0.208, 0.200]}



(4)
{"formula": "C3H6N2O", "method": "ωB97M-V with the def2-TZVPD basis set", "e_homo_ev": -8.15, "homo_lumo_gap_ev": 9.0, "de_lowest_kj_mol": 223.7, "energy_ha": -302.607888, "species": ["C", "N", "C", "N", "C", "O", "H", "H", "H", "H", "H", "H"], "xyz": [[0.223787, -1.654516, 0.229470], [0.492767, -0.293296, -0.202842], [-0.252170, 0.805468, -0.044456], [-1.412019, 0.623951, 0.604121], [1.592439, 2.217769, -1.289195], [1.268964, 3.309357, -1.340582], [-0.706336, -2.040720, -0.208917], [1.042594, -2.299212, -0.100331], [0.155609, -1.726689, 1.323441], [-1.996086, 1.432051, 0.740985], [-1.771205, -0.247772, 0.980076], [1.361655, -0.126392, -0.691769]], "forces_ev_per_angstrom": [[-0.079, -0.099, 0.059], [0.040, 0.301, -0.087], [-0.134, -0.395, 0.156], [-0.056, 0.013, 0.030], [-0.251, 1.387, -0.149], [0.454, -1.207, 0.007], [0.134, 0.077, 0.081], [-0.158, 0.109, 0.069], [-0.014, 0.025, -0.173], [0.093, -0.162, -0.018], [0.114, 0.015, -0.061], [-0.142, -0.063, 0.087]], "nbo_charge": [-0.446, -0.621, 0.183, -0.826, 0.473, -0.523, 0.194, 0.216, 0.194, 0.395, 0.359, 0.403]}



(5)
{"formula": "C22H30N4O4S", "method": "ωB97M-V with the def2-TZVPD basis set", "e_homo_ev": -8.22, "homo_lumo_gap_ev": 8.8, "de_lowest_kj_mol": 139.4, "smiles": "COc1cc(CN2CCNC(=O)[C@H]2CC(=O)NCc2csc(C(C)C)n2)cc(OC)c1", "energy_ha": -1774.530373, "species": ["C", "O", "C", "C", "C", "C", "N", "C", "C", "N", "C", "O", "C", "C", "C", "O", "N", "C", "C", "C", "S", "C", "C", "C", "C", "N", "C", "C", "O", "C", "C", "H", "H", "H", "H", "H", "H", "H", "H", "H", "H", "H", "H", "H", "H", "H", "H", "H", "H", "H", "H", "H", "H", "H", "H", "H", "H", "H", "H", "H", "H"], "xyz": [[-5.015543, -3.674335, -1.910203], [-5.076422, -2.325518, -1.515425], [-4.201723, -1.888524, -0.564313], [-4.342783, -0.551603, -0.186001], [-3.507380, -0.005593, 0.771146], [-3.585195, 1.459840, 1.124603], [-2.804544, 2.343136, 0.258881], [-3.367727, 2.595852, -1.047742], [-2.713583, 1.741682, -2.142371], [-1.318025, 2.105583, -2.171906], [-0.660737, 2.408145, -1.040250], [0.467858, 2.874644, -1.051524], [-1.382455, 2.015481, 0.239754], [-0.665152, 2.625253, 1.459615], [0.460982, 1.701564, 1.894668], [0.263778, 0.730007, 2.603173], [1.674374, 2.050947, 1.431667], [2.844366, 1.239046, 1.653175], [3.352576, 0.568147, 0.412828], [2.880717, 0.723594, -0.853312], [3.785737, -0.241479, -1.953579], [4.755538, -0.792920, -0.599156], [5.889229, -1.741040, -0.792843], [5.755842, -2.916351, 0.176277], [7.210092, -0.999202, -0.567621], [4.405036, -0.285921, 0.525284], [-2.529534, -0.793197, 1.374131], [-2.377021, -2.119505, 0.992190], [-1.442806, -2.964713, 1.496827], [-0.608419, -2.500501, 2.538445], [-3.214138, -2.665786, 0.015894], [-4.052913, -3.914966, -2.372853], [-5.189692, -4.347641, -1.065145], [-5.809908, -3.802907, -2.643905], [-5.123446, 0.030045, -0.650542], [-3.217422, 1.599242, 2.144050], [-4.618545, 1.809720, 1.088339], [-3.189423, 3.651617, -1.294444], [-4.443323, 2.427273, -1.020948], [-2.829534, 0.677719, -1.904026], [-3.163066, 1.937770, -3.116287], [-0.870395, 2.336166, -3.046283], [-1.255992, 0.916693, 0.279002], [-1.376013, 2.713502, 2.279146], [-0.285583, 3.614612, 1.207671], [1.712976, 2.744654, 0.696367], [2.577616, 0.475674, 2.391496], [3.648914, 1.854435, 2.074553], [2.081370, 1.343430, -1.204584], [5.857699, -2.110489, -1.823213], [6.592333, -3.599763, 0.052718], [5.744043, -2.547780, 1.198078], [4.831536, -3.459132, -0.006662], [7.239237, -0.601239, 0.443260], [8.047967, -1.678092, -0.705649], [7.310699, -0.174682, -1.270002], [-1.898732, -0.363651, 2.135927], [-1.189206, -2.278406, 3.438448], [0.081178, -3.317168, 2.744854], [-0.045167, -1.609085, 2.251999], [-3.061430, -3.698777, -0.248398]], "forces_ev_per_angstrom": [[0.020, -0.235, -0.073], [0.090, 0.319, 0.207], [0.065, 0.124, 0.043], [-0.056, -0.039, 0.043], [-0.170, -0.217, -0.105], [0.041, 0.020, 0.059], [0.056, 0.069, -0.002], [-0.043, 0.028, -0.447], [-0.449, -0.085, 0.317], [0.154, 0.066, -0.364], [-0.104, -0.135, -0.215], [0.258, 0.235, 0.064], [0.177, 0.147, 0.491], [0.020, -0.322, -0.174], [-0.088, 0.585, -0.061], [-0.193, -0.329, 0.247], [0.483, 0.086, -0.174], [0.096, -0.133, 0.251], [-0.486, 0.265, -0.488], [0.118, -0.114, -0.082], [0.222, -0.046, 0.771], [-0.411, 0.090, -1.051], [0.289, -0.150, 0.166], [-0.011, 0.072, -0.217], [-0.127, -0.103, -0.156], [0.450, -0.208, 0.689], [0.141, -0.210, 0.217], [-0.047, 0.056, -0.046], [-0.362, -0.053, -0.336], [0.237, 0.137, 0.195], [-0.021, -0.188, -0.090], [-0.034, 0.002, 0.031], [0.019, 0.021, -0.030], [0.072, -0.045, 0.046], [-0.131, 0.105, -0.063], [-0.098, -0.040, 0.021], [0.037, -0.018, 0.072], [-0.140, -0.113, -0.132], [-0.012, 0.023, 0.023], [-0.061, 0.135, -0.139], [0.047, -0.004, 0.034], [0.058, 0.007, 0.147], [0.044, 0.170, -0.063], [0.071, -0.065, 0.003], [-0.075, 0.013, 0.008], [-0.173, -0.042, 0.097], [0.106, 0.159, -0.088], [-0.083, -0.126, 0.007], [-0.236, 0.182, 0.010], [0.000, 0.017, 0.071], [0.084, -0.092, 0.015], [-0.001, 0.008, 0.110], [-0.084, -0.087, 0.038], [0.021, 0.047, 0.103], [0.124, -0.050, 0.000], [0.060, 0.098, -0.031], [0.140, 0.065, 0.087], [0.005, 0.014, -0.025], [-0.041, 0.057, 0.026], [-0.056, -0.043, -0.003], [-0.015, -0.131, -0.054]], "nbo_charge": [-0.252, -0.497, 0.319, -0.266, -0.017, -0.235, -0.435, -0.218, -0.247, -0.602, 0.692, -0.669, -0.163, -0.483, 0.690, -0.666, -0.607, -0.252, 0.118, -0.462, 0.381, 0.111, -0.272, -0.594, -0.591, -0.465, -0.387, 0.428, -0.510, -0.264, -0.391, 0.176, 0.179, 0.199, 0.208, 0.207, 0.210, 0.195, 0.210, 0.212, 0.213, 0.410, 0.237, 0.237, 0.229, 0.427, 0.249, 0.210, 0.260, 0.208, 0.206, 0.221, 0.212, 0.217, 0.207, 0.211, 0.248, 0.177, 0.195, 0.208, 0.229]}